No. 1
{
  "formula": "CH5N3S2",
  "method": "wB97M-V/def2-TZVPD",
  "relative_energy_kcal_mol": 88.7,
  "total_energy_ev": -27254.2666,
  "e_lumo_ev": 0.29,
  "species": ["C", "N", "N", "N", "S", "S", "H", "H", "H", "H", "H"],
  "positions_angstrom": [[-0.133919, -1.237701, 0.653029], [-1.884393, 1.087660, -0.246357], [0.232624, -0.615943, -0.495506], [-0.697651, -0.287994, -1.317101], [0.554658, 1.787290, 1.425303], [-1.517416, 0.798158, 1.170090], [-0.985140, -1.942289, 0.598199], [0.523861, -1.311693, 1.504857], [1.091762, 0.077178, -0.346971], [-0.398360, 0.405624, -2.013835], [-0.285909, 2.874776, 1.565169]],
  "forces_ev_per_a": [[-0.95, -0.21, -0.47], [-0.05, -0.47, 0.21], [1.97, 1.98, 2.37], [-1.07, 0.24, -1.03], [-1.10, 0.87, 0.70], [0.83, -0.49, -1.00], [0.60, 0.70, -0.14], [0.45, 0.01, -0.39], [-2.00, -1.76, -0.53], [0.27, -0.40, 0.48], [1.05, -0.47, -0.20]]
}

***

No. 2
{
  "formula": "C4H12NP",
  "method": "wB97M-V/def2-TZVPD",
  "relative_energy_kcal_mol": 55.9,
  "smiles": "CC(C)(C)NP",
  "total_energy_ev": -15119.3891,
  "e_lumo_ev": 0.95,
  "species": ["C", "C", "C", "C", "N", "P", "H", "H", "H", "H", "H", "H", "H", "H", "H", "H", "H", "H"],
  "positions_angstrom": [[-0.662657, 1.168710, -0.393687], [0.515197, 0.210899, 1.768264], [1.159006, -0.296682, -0.730139], [0.024558, -0.009960, 0.321662], [-0.796573, -1.156403, 0.459087], [-1.677938, -1.943132, -0.996135], [-0.651627, 1.125976, -1.384408], [-1.653895, 1.194124, -0.034237], [-0.287137, 2.134856, -0.171691], [1.389480, -0.251900, 1.933863], [-0.272143, -0.006923, 2.484301], [0.841006, 1.318963, 1.953272], [1.529928, -1.407778, -0.701413], [0.960505, -0.010910, -1.760708], [1.946902, 0.398205, -0.614459], [-0.853703, -1.805236, 1.186022], [-2.488172, -0.733004, -1.452577], [-0.774963, -1.577466, -2.030535]],
  "forces_ev_per_a": [[-0.69, -0.09, 4.72], [-1.69, 4.86, -1.00], [0.80, -2.25, 0.59], [1.72, 0.13, -1.21], [-3.48, -1.54, -4.78], [0.42, 2.94, 1.37], [-0.15, -0.72, -4.18], [-1.53, 0.17, 0.21], [0.95, 0.83, 0.66], [2.88, -2.41, 0.76], [0.11, -0.15, 0.04], [-0.86, -1.64, -0.44], [-0.45, 2.16, 0.05], [-0.95, -0.66, -0.13], [1.46, 0.51, 0.96], [0.63, -0.34, 1.52], [0.64, -1.43, 0.70], [0.18, -0.35, 0.15]]
}

***

No. 3
{
  "formula": "C32H35CsN6O2S2",
  "method": "wB97M-V/def2-TZVPD",
  "relative_energy_kcal_mol": 3.4,
  "total_energy_ev": -69005.4071,
  "total_charge": -2,
  "e_lumo_ev": 3.63,
  "species": ["Cs", "C", "C", "C", "N", "C", "C", "C", "C", "C", "C", "C", "N", "C", "C", "C", "N", "C", "C", "C", "C", "C", "C", "C", "N", "C", "C", "H", "H", "H", "H", "H", "H", "H", "H", "H", "H", "H", "H", "H", "H", "H", "H", "H", "H", "H", "H", "H", "H", "H", "H", "H", "H", "O", "C", "C", "C", "C", "C", "C", "C", "O", "N", "N", "C", "S", "C", "C", "S", "H", "H", "H", "H", "H", "H", "H", "H", "H"],
  "positions_angstrom": [[-0.516772, -1.026525, -0.117171], [0.794467, 1.946385, -0.469132], [1.523991, 2.275420, -1.764186], [1.174584, 1.304759, -2.907423], [1.342052, -0.092636, -2.547244], [2.464864, -0.676698, -2.812914], [3.648785, -0.021381, -3.315578], [4.724244, -0.510936, -4.026315], [4.972900, -1.780985, -4.546877], [4.158589, -2.895480, -4.314986], [3.112570, -3.061580, -3.440225], [2.543859, -2.147136, -2.466652], [1.988998, -2.500864, -1.360644], [2.115734, -3.856449, -0.882736], [2.499979, -3.945190, 0.598154], [1.456616, -3.525750, 1.643129], [1.358485, -2.088496, 1.771560], [1.809049, -1.470546, 2.811102], [2.227890, -2.100901, 4.046390], [3.161638, -1.727000, 4.982384], [4.012614, -0.619615, 5.018361], [3.938618, 0.444796, 4.121126], [3.005867, 0.740023, 3.150870], [1.810570, 0.042252, 2.728681], [0.778826, 0.602180, 2.182019], [0.732314, 2.053322, 2.093300], [1.324060, 2.621129, 0.787494], [0.928388, 0.884357, -0.320271], [-0.286056, 2.110246, -0.575375], [2.601956, 2.218751, -1.574339], [1.312864, 3.302653, -2.087281], [1.775257, 1.580036, -3.786466], [0.124118, 1.447324, -3.181022], [3.699201, 1.038343, -3.096722], [5.475832, 0.241451, -4.260897], [5.837891, -1.908287, -5.187487], [4.410831, -3.786945, -4.887898], [2.665188, -4.049403, -3.438384], [2.859784, -4.439299, -1.443754], [1.151190, -4.374032, -1.016855], [3.416249, -3.372984, 0.769399], [2.745536, -4.998285, 0.788026], [1.701516, -4.027938, 2.585407], [0.477473, -3.923829, 1.329388], [1.743804, -3.048558, 4.251035], [3.284673, -2.437015, 5.799103], [4.776540, -0.587944, 5.786555], [4.720947, 1.194923, 4.226566], [3.182296, 1.672839, 2.630459], [1.264385, 2.528525, 2.929324], [-0.319436, 2.351192, 2.159693], [2.412099, 2.494505, 0.804755], [1.136576, 3.702057, 0.761221], [-6.160402, 2.205181, 1.245524], [-6.025502, 1.085392, 1.970623], [-6.837477, 0.938536, 3.098949], [-6.748312, -0.194633, 3.887253], [-5.844883, -1.202204, 3.566956], [-5.036636, -1.051793, 2.451887], [-5.103756, 0.075567, 1.640171], [-4.164252, 0.149206, 0.459371], [-3.361798, -0.774697, 0.264077], [-4.314406, 1.264256, -0.274052], [-3.400836, 1.375555, -1.302023], [-3.684335, 2.283401, -2.133166], [-2.575649, 2.702722, -3.442167], [-3.860401, 3.489714, -4.436723], [-4.745531, 4.293980, -3.497095], [-5.176366, 3.260586, -2.071546], [-5.501840, 2.108502, 0.487563], [-7.531203, 1.736981, 3.332285], [-7.385068, -0.289724, 4.760010], [-5.765288, -2.087979, 4.184975], [-4.309758, -1.804380, 2.173591], [-4.445062, 2.733271, -4.961897], [-3.375301, 4.134707, -5.170300], [-5.677500, 4.574450, -3.991502], [-4.232934, 5.198622, -3.169432]],
  "forces_ev_per_a": [[-0.58, -0.48, -0.39], [0.01, -0.07, 0.03], [0.04, 0.03, 0.00], [0.12, 0.06, 0.03], [0.05, 0.06, 0.00], [-0.13, -0.07, 0.00], [0.12, 0.07, -0.03], [-0.05, 0.00, 0.00], [-0.06, -0.02, 0.04], [0.00, 0.03, 0.02], [0.07, -0.05, -0.07], [-0.08, -0.02, 0.00], [0.08, 0.15, 0.16], [-0.07, -0.05, -0.08], [0.05, -0.05, 0.02], [-0.05, 0.08, 0.07], [0.23, 0.06, 0.23], [0.03, -0.10, -0.09], [0.00, -0.03, 0.13], [-0.02, -0.01, -0.02], [-0.02, 0.02, -0.04], [-0.01, -0.02, 0.01], [0.01, 0.08, 0.01], [-0.01, 0.05, 0.01], [0.21, -0.06, -0.05], [0.15, -0.01, -0.06], [0.03, 0.05, 0.01], [0.33, 0.22, 0.00], [0.01, 0.07, -0.03], [-0.01, 0.00, 0.01], [-0.01, -0.01, -0.01], [-0.05, -0.02, -0.04], [-0.02, 0.01, 0.06], [-0.01, 0.00, 0.01], [0.01, -0.01, -0.01], [0.00, 0.00, 0.00], [0.01, 0.00, -0.01], [-0.01, 0.01, 0.01], [0.01, 0.03, 0.02], [0.02, -0.02, 0.01], [-0.02, 0.03, -0.02], [0.00, 0.01, 0.01], [0.03, -0.06, -0.03], [0.04, 0.05, 0.01], [-0.02, 0.00, -0.03], [0.00, 0.00, 0.01], [0.00, 0.00, 0.00], [0.00, 0.00, 0.00], [-0.01, 0.00, -0.01], [-0.11, 0.02, 0.07], [-0.01, -0.01, -0.04], [-0.01, -0.02, 0.00], [-0.01, 0.00, 0.01], [-0.08, 0.00, 0.00], [-0.01, 0.05, 0.02], [0.00, -0.05, 0.01], [0.00, 0.03, -0.02], [0.01, -0.03, 0.01], [0.01, 0.02, -0.01], [-0.03, -0.01, -0.02], [0.11, -0.03, -0.04], [-0.28, -0.04, 0.10], [0.00, -0.03, -0.04], [-0.22, 0.09, 0.09], [0.12, -0.06, 0.06], [0.03, 0.04, -0.05], [-0.02, 0.04, 0.01], [-0.07, -0.02, -0.08], [0.01, -0.01, -0.01], [0.10, 0.05, -0.03], [0.00, 0.00, 0.00], [0.00, 0.00, 0.00], [0.00, 0.00, 0.00], [-0.01, 0.00, 0.01], [-0.01, -0.02, 0.02], [0.02, -0.02, 0.00], [0.01, 0.04, 0.02], [0.03, -0.02, 0.03]]
}

***

No. 4
{
  "formula": "C3H9N5",
  "method": "wB97M-V/def2-TZVPD",
  "relative_energy_kcal_mol": 149.2,
  "total_energy_ev": -10701.5761,
  "e_lumo_ev": -0.08,
  "species": ["C", "C", "C", "H", "H", "H", "H", "H", "H", "H", "H", "H", "N", "N", "N", "N", "N"],
  "positions_angstrom": [[-1.073191, 1.807831, -0.512923], [0.051170, -0.149829, 0.106785], [1.472711, -0.990178, -1.504684], [-1.118430, 1.697151, -1.556290], [-0.078236, 2.193395, -0.149890], [-1.778200, 2.429595, 0.025078], [-1.200945, 1.034070, 1.309525], [0.850550, 1.235561, -1.483855], [1.514059, -0.821955, -2.541536], [1.587353, -2.210684, 0.087407], [-0.071479, -1.394444, 3.011979], [-1.294139, -1.471962, 1.848597], [-1.318858, 0.540024, 0.220075], [0.551956, -0.035254, -1.087181], [1.884635, -2.163549, -0.928941], [0.489746, -0.912978, 1.073051], [-0.468703, -0.786792, 2.082802]],
  "forces_ev_per_a": [[0.11, 0.51, 2.83], [-4.00, -0.09, 4.27], [0.61, -4.87, 2.09], [-0.54, 0.32, -1.23], [-0.63, 0.16, -0.84], [-0.47, 0.88, -1.21], [-0.85, -2.78, -3.39], [-1.19, -5.33, 1.64], [1.38, -0.38, -1.46], [0.41, 0.48, -1.56], [-0.99, 2.23, -3.28], [1.57, 1.81, 0.25], [4.26, 1.68, 3.39], [3.53, 3.99, -3.37], [-1.60, 4.54, -1.36], [-0.76, 1.66, -1.59], [-0.84, -4.80, 4.81]]
}

***

No. 5
{
  "formula": "C2H5OP",
  "method": "wB97M-V/def2-TZVPD",
  "relative_energy_kcal_mol": 70.6,
  "smiles": "P[C@@H]1CO1",
  "total_energy_ev": -13487.8123,
  "e_lumo_ev": 1.09,
  "species": ["C", "C", "O", "P", "H", "H", "H", "H", "H"],
  "positions_angstrom": [[-0.878255, 0.803286, -0.587319], [0.157286, -0.588136, -0.413940], [-1.276909, -0.556454, -0.609456], [0.798114, -1.095820, 1.166639], [-1.013441, 1.409236, 0.219556], [-0.699731, 1.344429, -1.546832], [0.668455, -0.946726, -1.236594], [0.391184, -0.181796, 2.032416], [1.853297, -0.188020, 0.975529]],
  "forces_ev_per_a": [[4.11, -4.10, -3.14], [-4.86, 4.49, 0.87], [-0.07, 0.27, 0.11], [1.79, -1.78, -0.48], [-0.63, 1.07, 2.52], [-0.59, -0.82, 0.59], [1.04, -0.38, -1.79], [-1.64, 1.63, 1.34], [0.85, -0.38, -0.02]]
}

***

No. 6
{
  "formula": "C2H2Cl3P",
  "method": "wB97M-V/def2-TZVPD",
  "relative_energy_kcal_mol": 76.3,
  "total_energy_ev": -48959.9099,
  "e_lumo_ev": [-2.91, -2.57],
  "species": ["C", "C", "P", "Cl", "Cl", "Cl", "H", "H"],
  "positions_angstrom": [[-0.180888, 0.134658, 0.311517], [-0.372919, 0.905128, 1.368342], [-2.055041, 1.394217, 2.227425], [-4.994721, 1.142233, 1.980255], [0.752782, 1.639168, 2.414064], [-2.071581, -0.130391, 3.358799], [-1.021739, -0.224404, -0.183926], [0.681272, -0.186697, -0.261745]],
  "forces_ev_per_a": [[0.76, 0.51, 0.06], [-1.68, -0.40, -0.44], [-0.07, 1.61, -1.51], [1.77, 0.01, -0.21], [0.56, 0.27, 0.17], [-0.22, -1.95, 1.66], [-1.79, -0.48, -0.54], [0.67, 0.43, 0.81]]
}

***

No. 7
{
  "formula": "C3H4MnO4",
  "method": "wB97M-V/def2-TZVPD",
  "relative_energy_kcal_mol": 0.0,
  "total_energy_ev": -42684.1270,
  "e_lumo_ev": [-1.25, -1.69],
  "multiplicity": 6,
  "species": ["O", "C", "C", "O", "O", "C", "H", "H", "H", "O", "H", "Mn"],
  "positions_angstrom": [[-1.356203, -0.951014, 1.063230], [-2.037631, -0.864723, -0.087843], [-0.165343, -0.131991, 0.980557], [-3.215377, -1.134451, -0.168116], [-1.317188, -0.308277, -1.040002], [0.134463, -0.075804, -0.502635], [0.629250, -0.611735, 1.563330], [-0.418226, 0.841002, 1.426401], [0.647929, -1.007813, -0.796700], [2.793849, 1.335182, -0.958728], [3.273835, 1.335884, -0.131363], [1.030647, 1.573742, -1.348127]],
  "forces_ev_per_a": [[0.79, -0.10, 0.66], [-2.05, 0.46, 0.41], [-0.25, -0.17, 0.18], [1.24, -0.21, -0.20], [1.89, 0.47, -0.21], [-2.30, -0.93, -0.71], [-0.20, 0.15, -0.14], [0.09, -0.19, -0.08], [-0.01, 0.42, 0.04], [0.63, 0.38, -0.04], [0.13, 0.07, -0.04], [0.04, -0.34, 0.12]]
}

***

No. 8
{
  "formula": "C5H14N3",
  "method": "wB97M-V/def2-TZVPD",
  "relative_energy_kcal_mol": 44.8,
  "total_energy_ev": -9875.2245,
  "total_charge": 1,
  "e_lumo_ev": -3.66,
  "species": ["C", "C", "C", "N", "H", "H", "H", "H", "H", "H", "H", "C", "N", "C", "N", "H", "H", "H", "H", "H", "H", "H"],
  "positions_angstrom": [[-2.904295, -0.287533, 0.333624], [-1.712170, 0.538772, 0.780953], [-0.791408, 2.654933, 0.439355], [-1.739681, 1.872148, 0.176798], [-2.860823, -1.286702, 0.770151], [-3.831287, 0.189132, 0.647497], [-2.925292, -0.384258, -0.752232], [-0.782093, 0.025333, 0.490209], [-1.695554, 0.632327, 1.869169], [0.078159, 2.399766, 1.058259], [-0.805520, 3.673439, 0.057133], [1.962833, 0.766333, -0.386793], [2.156382, -0.678423, -0.197299], [1.485374, -1.581597, -0.848607], [1.665159, -2.881441, -0.733663], [2.679733, 1.149534, -1.110469], [2.091566, 1.257889, 0.571905], [0.954756, 0.951091, -0.746957], [2.888462, -0.968526, 0.439154], [0.720878, -1.258068, -1.546182], [2.312316, -3.282986, -0.071862], [1.052510, -3.501167, -1.240152]],
  "forces_ev_per_a": [[0.07, -0.02, 0.06], [0.06, -0.05, -0.21], [0.03, 0.30, -0.04], [0.02, -0.06, 0.13], [-0.05, 0.01, 0.02], [-0.01, -0.02, -0.02], [-0.01, 0.04, 0.00], [0.02, 0.02, 0.07], [-0.01, 0.01, 0.02], [-0.12, -0.12, 0.17], [-0.06, -0.06, -0.11], [0.06, -0.09, -0.13], [-0.03, 0.10, -0.09], [0.07, -0.29, 0.07], [-0.19, 0.23, 0.00], [0.06, 0.01, 0.08], [0.01, 0.03, -0.01], [-0.03, -0.02, 0.01], [-0.03, 0.00, -0.03], [0.02, 0.12, 0.04], [0.02, -0.07, -0.06], [0.10, -0.08, 0.04]]
}